# 1
Below is C23H21Br2IrNO4P as an isolated structure, with properties calculated with wB97M-V/def2-TZVPD.

Cartesian coordinates (Å):
Ir1 -0.312514 -0.738802 -0.428684
Br1 0.278170 -0.389933 2.421348
C1 0.575526 1.465055 2.733314
C2 1.210153 1.734132 3.945325
C3 1.480930 3.037275 4.313625
C4 1.111680 4.077677 3.463263
C5 0.461537 3.829497 2.237254
C6 0.085554 4.926868 1.439717
C7 -0.616119 4.734952 0.257710
C8 -0.929528 3.455154 -0.148322
C9 -0.538819 2.325533 0.602240
C10 0.167270 2.488143 1.830965
H1 1.498391 0.918678 4.594055
H2 1.970234 3.238848 5.256576
H3 1.312604 5.105185 3.739245
H4 0.341233 5.925866 1.767898
H5 -0.925284 5.577685 -0.345322
H6 -1.480662 3.275082 -1.061117
Br2 0.274054 -2.972257 -1.267580
C11 2.041574 -2.560449 -1.856627
C12 2.828076 -3.547412 -2.422077
C13 4.124828 -3.227643 -2.805719
C14 4.598694 -1.935774 -2.622847
C15 3.783157 -0.924636 -2.081167
C16 4.237107 0.401888 -1.957758
C17 3.377135 1.396324 -1.505894
C18 2.076554 1.092829 -1.126099
C19 1.597814 -0.224443 -1.134655
C20 2.450387 -1.234278 -1.671118
H7 2.438829 -4.547094 -2.563204
H8 4.753353 -3.988996 -3.247179
H9 5.614043 -1.691665 -2.909355
H10 5.254288 0.642028 -2.242467
H11 3.717176 2.421983 -1.458064
H12 1.442488 1.915052 -0.828244
O1 -1.800682 1.013398 -0.826812
N1 -0.902406 1.091568 0.086654
C21 -3.415629 -2.585792 -2.568855
O2 -3.633503 -2.068118 -1.246356
P1 -2.610896 -1.783296 -0.086207
O3 -2.050441 -3.158173 0.486435
C22 -2.846521 -4.142869 1.202129
O4 -3.542114 -1.227364 1.042280
C23 -4.827186 -0.574241 0.901823
H13 -4.402510 -2.786157 -2.979712
H14 -2.843789 -3.512947 -2.542100
H15 -2.922401 -1.839719 -3.191626
H16 -2.221180 -5.028562 1.270601
H17 -3.763705 -4.372784 0.663787
H18 -3.083421 -3.779481 2.198911
H19 -5.452043 -0.946143 1.710640
H20 -5.285406 -0.801880 -0.055932
H21 -4.696080 0.500207 1.015304

Cartesian forces (eV/Å) of the 3 atoms listed first:
-0.5 -0.7 -0.8
0.1 0.4 0.1
-0.2 -0.7 -0.3

The calculation puts the energy relative to the best compared isomer or geometry (same formula, charge and spin) at 81.08 kJ/mol. The charge is +3. The frontier orbital gap (spin up / spin down) comes out at 7.551 / 5.084 eV. The calculated total energy is -186053.240 eV. For the LUMO energy (spin up / spin down), the calculation gives -9.3840 / -12.5994 eV. As for the spin multiplicity: 6. As for the HOMO energy (spin up / spin down): -16.9 / -17.7 eV.

# 2
Below is C2H2FLiNiO as an isolated structure, with properties calculated with wB97M-V/def2-TZVPD.

Cartesian coordinates (Å):
H1 -0.097724 1.803215 -0.714585
C1 -0.047624 -1.071515 -0.121315
C2 -0.625931 0.119502 -0.195725
O1 0.284319 1.179044 -0.021212
Li1 -2.514646 0.504478 0.691783
Ni1 2.045167 0.641909 0.313234
F1 1.408497 -1.113499 -0.001201
H2 -0.452059 -2.063133 0.049023

Cartesian forces (eV/Å) of the 3 atoms listed first:
1.3 -0.1 1.1
-0.9 0.1 0.4
-0.1 -1.9 0.9

The calculation puts the energy relative to the best compared isomer or geometry (same formula, charge and spin) at 174.16 kJ/mol. The charge is +2. The frontier orbital gap (spin up / spin down) comes out at 8.239 / 6.046 eV. The calculated total energy is -48096.804 eV. For the LUMO energy (spin up / spin down), the calculation gives -10.8643 / -12.8805 eV. As for the spin multiplicity: 3. As for the HOMO energy (spin up / spin down): -19.1 / -18.9 eV.

# 3
Below is C5H6Cl2CoO3SV as an isolated structure, with properties calculated with wB97M-V/def2-TZVPD.

Cartesian coordinates (Å):
Co1 0.001058 0.858433 -7.554366
V1 0.529419 0.053970 0.212585
Cl1 -0.447004 2.648400 -6.418244
Cl2 2.234207 -0.547443 -1.015710
C1 -0.527149 -1.123077 1.170330
C2 -0.359339 1.247846 -9.230874
C3 0.478694 -0.668026 -8.225161
O1 -1.293085 -1.875484 1.667058
O2 -0.624226 1.637648 -10.293575
O3 0.779632 -1.668834 -8.741758
C4 1.124583 3.342162 1.982821
S1 0.122358 2.172701 0.958376
C5 -1.457591 2.102450 1.866437
H1 2.173858 3.287618 1.712642
H2 1.031274 3.167972 3.051240
H3 0.763144 4.347260 1.764315
H4 -1.324522 1.913052 2.933752
H5 -1.930387 3.070990 1.694955
H6 -2.092325 1.323163 1.444177

Cartesian forces (eV/Å) of the 3 atoms listed first:
-0.5 3.0 6.1
4.5 2.9 -3.8
-0.2 1.1 0.7

The calculation puts the energy relative to the best compared isomer or geometry (same formula, charge and spin) at 0.00 kJ/mol. The charge is +4. The frontier orbital gap (spin up / spin down) comes out at 6.733 / 3.732 eV. The calculated total energy is -110565.670 eV. For the LUMO energy (spin up / spin down), the calculation gives -16.1768 / -19.3367 eV. As for the spin multiplicity: 7. As for the HOMO energy (spin up / spin down): -22.9 / -23.1 eV.

# 4
Below is one molecule with the formula C5H11N5, with properties calculated with wB97M-V/def2-TZVPD.

Cartesian coordinates (Å):
C1 -1.446106 -0.083305 0.064166
C2 0.545689 -1.239826 -1.018097
C3 0.222646 1.369525 -1.046281
C4 0.408159 0.074704 1.156602
C5 -0.027862 0.065752 -0.308953
N1 -1.808686 -0.785127 1.081087
N2 -2.439400 0.412761 -0.626833
N3 -3.169970 -0.671324 1.063498
N4 -3.511836 0.046210 0.079341
N5 1.950312 -0.012777 0.964152
H1 0.538991 -2.040116 -0.300273
H2 -0.092713 -1.338938 -1.920928
H3 1.550874 -1.071597 -1.359332
H4 0.568277 2.063966 -0.372257
H5 0.769509 1.238072 -2.000199
H6 -0.718267 1.691056 -1.415273
H7 0.079469 1.047904 1.677460
H8 -0.153855 -0.606176 1.715088
H9 2.490456 0.363340 1.648413
H10 2.021874 0.516087 0.072038
H11 2.222441 -1.040191 0.846582

Cartesian forces (eV/Å) of the 3 atoms listed first:
-0.1 0.1 -2.8
-1.4 2.2 -0.3
-0.2 -2.3 -2.1

The calculation puts the energy relative to the best compared isomer or geometry (same formula, charge and spin) at 368.10 kJ/mol. The frontier orbital gap comes out at 7.728 eV. The calculated total energy is -12809.517 eV. For the LUMO energy, the calculation gives -0.7567 eV. As for the spin multiplicity: 1. As for the HOMO energy: -8.5 eV.

- Among the records above, which one has the highest spin multiplicity?
  C5H6Cl2CoO3SV